DFT (ωB97M-V with the def2-TZVPD basis set) results for 2 unconnected molecules or ions with the total composition C5H13O2.

```
20
Properties=species:S:1:pos:R:3:mulliken_charge:R:1
C 0.7953 -2.0062 -1.3252 -0.570
O 0.4842 -3.2864 -0.8580 -0.890
C 0.3935 -0.6813 -0.4857 -0.492
C 1.1638 -0.1872 0.8524 -0.575
C 0.4221 1.0464 1.3950 -0.198
C -0.9221 0.7077 2.0255 -1.060
H 0.3297 -1.8030 -2.2340 0.277
H 1.9506 -1.7537 -1.5085 0.087
H 0.4311 0.1119 -1.2083 0.306
H -0.7175 -0.8487 -0.1875 0.181
H 1.2753 -0.8193 1.7051 0.352
H 2.2454 0.1911 0.5535 0.241
H 1.1130 1.6444 2.0493 0.404
H 0.2044 1.5704 0.4382 0.069
H -1.0308 -0.3222 2.1383 0.393
H -0.8656 1.1937 3.1037 0.271
H -1.8057 1.0969 1.4952 0.203
H -1.9876 4.1362 -1.6148 0.294
H -2.5313 2.7645 -1.2225 0.319
O -1.7000 3.2316 -1.4270 -0.612
```

charge	-1
Kohn-Sham gap	4.88	eV
E_tot	-348.7093	hartree
energy above the lowest of the compared OMol25 structures with the same formula, charge and spin	56.8	kcal/mol

---

DFT (ωB97M-V with the def2-TZVPD basis set) results for 2 unconnected molecules or ions with the total composition C5H13O2.

```
20
Properties=species:S:1:pos:R:3:mulliken_charge:R:1
H 2.6572 4.0495 -0.8491 0.341
C 1.3923 2.6302 -1.9233 -0.146
C 1.6843 3.5507 -0.7413 -1.062
H 0.5175 3.0303 -2.4645 0.235
H 1.6629 1.6006 -1.6295 0.291
H 1.7290 2.9825 0.1990 0.299
H 0.9084 4.3254 -0.6502 0.230
C -1.2788 0.6766 -1.7230 -0.479
O -0.6656 1.6341 -0.9681 -0.291
H -0.5815 -0.1200 -2.0395 0.231
H -2.1851 0.2639 -1.2436 0.275
H -1.5997 1.1905 -2.6550 0.233
C 2.1459 4.4247 -4.8384 -0.654
O 2.7997 4.1313 -3.6282 -0.329
C 2.6071 2.8297 -3.1568 -0.793
H 2.2573 5.4996 -5.0229 0.231
H 2.5972 3.8668 -5.6777 0.279
H 1.0713 4.1813 -4.7910 0.289
H 3.5535 2.5013 -2.7082 0.420
H 2.3393 2.1424 -3.9769 0.399
```

charge	0
Kohn-Sham gap (spin up / spin down)	9.85 / 7.70	eV
E_tot	-348.6247	hartree
expectation value of S²	0.754
multiplicity	2
energy above the lowest of the compared OMol25 structures with the same formula, charge and spin	54.5	kcal/mol

---

DFT (ωB97M-V with the def2-TZVPD basis set) results for a single C5H13O2P molecule.

```
21
Properties=species:S:1:pos:R:3:mulliken_charge:R:1
C -0.0074 3.0499 -0.4088 -1.021
C -1.0555 2.0547 0.0019 0.717
O -2.0689 1.8416 -0.6061 -0.553
O -0.7513 1.4309 1.1623 -0.355
C -1.2727 0.0991 1.3212 -0.614
C -0.7268 -0.8625 0.2765 -0.563
C 0.6769 -1.3769 0.5756 -1.013
P 1.4841 -2.1247 -0.9849 0.063
H 0.0904 3.0232 -1.4913 0.318
H 0.9472 2.8290 0.0612 0.299
H -0.3180 4.0488 -0.1000 0.287
H -2.3624 0.1184 1.3292 0.330
H -0.9379 -0.2037 2.3120 0.349
H -0.7587 -0.3940 -0.7144 0.439
H -1.4158 -1.7098 0.2163 0.314
H 1.3180 -0.5701 0.9470 0.398
H 0.6351 -2.1726 1.3273 0.440
H 1.9117 -0.8302 -1.4043 0.035
H 0.2165 -2.5648 -1.4594 0.045
H 2.2838 -2.9949 -0.1840 0.040
H 2.1118 -2.6916 -2.1773 0.046
```

SMILES	CC(=O)OCCC[PH4]
charge	0
Kohn-Sham gap	9.23	eV
E_tot	-690.0416	hartree
energy above the lowest of the compared OMol25 structures with the same formula, charge and spin	82.8	kcal/mol

---

DFT (ωB97M-V with the def2-TZVPD basis set) results for a single C5H13O2P molecule.

```
21
Properties=species:S:1:pos:R:3:mulliken_charge:R:1
C -1.0347 -2.4759 0.0752 -0.679
O -0.0959 -2.0329 -0.8696 -0.402
P 0.0479 -0.4098 -1.1500 0.900
C -1.6242 0.1995 -1.5493 -0.975
O 0.9551 -0.3031 -2.3096 -0.753
C 0.6609 0.4361 0.5464 0.460
C 0.8786 1.9062 0.1623 -1.694
C 1.9323 -0.2098 0.8845 -1.487
H -1.8586 -1.8095 0.0874 0.279
H -0.5460 -2.5637 1.0123 0.230
H -1.3834 -3.3591 -0.2199 0.305
H -2.3699 -0.1352 -0.7858 0.349
H -1.2965 1.3133 -1.5760 0.277
H -1.8972 -0.2026 -2.4820 0.346
H -0.1144 0.1861 1.3019 0.389
H 1.2957 1.7905 -0.7432 0.553
H -0.0094 2.4771 0.1771 0.336
H 1.3796 2.3476 1.0009 0.448
H 2.6765 -0.1513 0.2552 0.470
H 1.7248 -1.3310 1.0167 0.263
H 2.3689 0.0560 1.8799 0.385
```

SMILES	CO[P@](C)(=O)C(C)C
charge	0
Kohn-Sham gap	10.37	eV
E_tot	-690.1319	hartree
energy above the lowest of the compared OMol25 structures with the same formula, charge and spin	26.2	kcal/mol

---

DFT (ωB97M-V with the def2-TZVPD basis set) results for 3 unconnected molecules or ions with the total composition C5H13O4.

```
22
Properties=species:S:1:pos:R:3:mulliken_charge:R:1
O 0.7313 -2.1521 -2.4107 -0.757
C 0.7831 -1.6305 -1.2880 0.520
O 0.6433 -2.2581 -0.1840 -0.743
C 1.0706 -0.1092 -1.2685 -0.612
C 0.2672 0.6811 -0.2297 -0.026
C -1.2358 0.6337 -0.4967 -0.330
C -1.6711 1.6831 -1.5118 -1.216
H 2.1441 0.0215 -1.1146 0.324
H 0.8475 0.2721 -2.2670 0.188
H 0.4922 0.2456 0.7340 -0.334
H 0.6077 1.7199 -0.1910 0.395
H -1.4875 -0.3743 -0.8365 0.314
H -1.7972 0.7746 0.4314 0.333
H -1.4680 2.6907 -1.1466 0.305
H -2.7401 1.6257 -1.7376 0.361
H -1.1661 1.5421 -2.4712 0.287
H 1.0228 -1.8378 1.1764 0.500
H 0.7145 -2.6052 2.5464 0.252
O 1.1770 -1.8231 2.2064 -0.819
H 0.2304 1.0443 3.0799 0.303
H 0.5902 -0.4651 3.2353 0.448
O 0.2438 0.3211 3.7442 -0.693
```

charge	-1
Kohn-Sham gap	8.52	eV
E_tot	-499.3686	hartree
energy above the lowest of the compared OMol25 structures with the same formula, charge and spin	0.8	kcal/mol

---

DFT (ωB97M-V with the def2-TZVPD basis set) results for 2 unconnected molecules or ions with the total composition C5H13OS.

```
20
Properties=species:S:1:pos:R:3:mulliken_charge:R:1
C -1.7509 1.3784 2.9528 -1.005
C -0.5226 0.4915 2.6822 -0.460
S 0.2899 0.9559 1.1052 -0.693
H -2.6122 1.0755 2.3611 0.251
H -1.4613 2.3937 2.6796 0.261
H -2.0704 1.3396 4.0002 0.325
H -0.8098 -0.5608 2.6373 0.264
H 0.1859 0.6620 3.4945 0.240
C 1.8731 -1.2180 -1.5141 -1.047
C 0.3955 -1.0735 -1.9552 0.245
C 0.1552 0.3190 -2.5522 -1.089
O -0.4809 -1.3361 -0.8752 -0.524
H 2.0280 -2.1925 -1.0481 0.280
H 1.9998 -0.4717 -0.7256 0.230
H 2.5411 -1.0867 -2.3615 0.372
H 0.1964 -1.8499 -2.7046 0.290
H 0.6959 0.3823 -3.5029 0.373
H 0.5025 1.0849 -1.8618 0.232
H -0.9109 0.4605 -2.7332 0.270
H -0.2440 -0.7544 -0.0784 0.184
```

charge	-1
Kohn-Sham gap	6.83	eV
E_tot	-671.7643	hartree
energy above the lowest of the compared OMol25 structures with the same formula, charge and spin	1.3	kcal/mol

---

Strongest force on any atom (eV Å⁻¹)
3.79; 4.78; 0.72; 6.66; 1.05; 1.11